Record 1
Density functional theory data (ωB97M-V with the def2-TZVPD basis set) for a structure of composition C19H43N4O6PS2Si2.

```
77
Properties=species:S:1:pos:R:3:forces:R:3:lowdin_charge:R:1
N -4.702 -2.657 -1.911 0.12 0.65 -0.09 -0.0881
Si -3.673 -1.892 -3.062 -0.86 -0.31 -0.35 0.0488
S -1.797 -2.893 -3.190 0.63 0.49 0.09 0.4685
O -3.398 -0.293 -2.715 0.62 -0.50 -0.05 -0.3590
Si -2.024 0.245 -1.996 -0.23 0.51 0.31 0.3087
N -2.069 1.983 -1.950 0.09 -0.21 -0.70 0.0562
C -1.433 2.637 -2.758 -0.46 -0.13 1.36 -0.4214
O -0.817 3.350 -3.416 0.44 0.54 -0.88 0.1901
P -1.893 -0.229 0.187 1.51 0.55 -0.29 0.0442
O -2.390 -1.700 0.497 -0.61 -0.55 0.11 -0.2298
O -2.922 0.678 0.975 -0.58 -0.23 -0.04 -0.2168
S -0.040 0.043 0.637 0.14 0.07 -0.04 0.3001
H -5.660 -2.396 -2.113 -0.19 -0.22 0.00 0.0265
H -4.514 -2.305 -0.977 0.09 -0.37 0.24 0.0175
H -4.375 -1.935 -4.353 0.00 0.02 -0.02 -0.0137
H -2.266 -4.134 -3.210 -0.39 -0.25 0.07 -0.1844
H -0.806 -0.171 -2.698 -0.01 -0.14 -0.04 0.0099
H -1.606 -2.270 0.518 -0.07 -0.10 0.07 0.0676
H -2.668 1.609 0.872 -0.24 0.28 0.25 0.0341
C -0.697 5.161 0.060 0.28 -0.25 -0.01 -0.0067
C -1.986 5.175 0.904 0.68 0.21 -0.98 -0.4809
C -2.051 6.382 1.843 -0.03 0.02 0.60 -0.1355
C -1.175 6.265 3.091 -0.03 -0.10 -0.10 -0.1672
C -1.463 4.952 3.821 -0.23 0.45 -0.07 -0.1328
C -1.304 3.732 2.918 1.16 -0.51 0.21 -0.4875
N -2.127 3.899 1.676 -0.84 0.95 0.83 -0.0855
O -3.369 3.645 1.917 -0.01 -0.52 -0.37 -0.0228
C 0.191 3.524 2.618 0.04 0.06 -0.24 -0.0405
C -1.754 2.469 3.637 -0.38 -0.13 0.06 -0.0365
C -3.120 5.305 -0.102 -0.39 -0.10 0.05 -0.0435
H 0.122 4.609 0.503 0.00 0.06 0.08 0.0546
H -0.887 4.680 -0.900 -0.06 0.02 -0.01 0.0634
H -0.336 6.169 -0.149 -0.15 0.05 0.04 0.0943
H -3.087 6.509 2.171 -0.03 -0.10 -0.03 0.1235
H -1.794 7.279 1.278 0.02 -0.02 -0.08 0.1212
H -0.117 6.344 2.827 0.00 -0.06 -0.02 0.1064
H -1.386 7.104 3.756 0.02 0.03 0.01 0.1118
H -0.797 4.841 4.679 0.04 -0.08 -0.01 0.1249
H -2.481 4.984 4.219 -0.06 -0.07 -0.08 0.1261
H 0.337 2.753 1.860 -0.02 -0.01 0.01 0.0489
H 0.688 3.192 3.528 -0.08 -0.06 0.06 0.0903
H 0.706 4.427 2.303 -0.02 0.03 0.00 0.0635
H -2.778 2.542 3.997 -0.03 0.02 -0.06 0.0861
H -1.106 2.300 4.496 0.08 0.04 0.02 0.0910
H -1.679 1.599 2.983 0.04 0.03 0.07 0.0608
H -3.179 4.428 -0.746 0.01 -0.04 0.01 0.0750
H -2.919 6.176 -0.726 0.06 0.02 -0.03 0.0959
H -4.086 5.445 0.377 0.01 -0.04 0.03 0.0816
C 2.794 -6.188 -0.010 0.17 0.07 0.14 -0.0175
C 2.165 -5.072 -0.873 0.11 -1.01 0.59 -0.4838
C 2.559 -5.200 -2.348 0.21 0.31 -0.36 -0.1361
C 3.972 -4.721 -2.677 -0.08 0.01 0.13 -0.1675
C 4.184 -3.302 -2.149 -0.20 -0.18 -0.38 -0.1347
C 3.889 -3.182 -0.657 0.98 -0.08 0.66 -0.4950
N 2.522 -3.717 -0.350 -0.35 0.39 -1.52 -0.0798
O 1.624 -2.853 -0.684 -0.17 0.03 0.55 -0.0532
C 4.999 -3.904 0.127 -0.08 -0.16 0.06 -0.0422
C 3.950 -1.728 -0.215 -0.24 0.28 -0.08 -0.0415
C 0.663 -5.288 -0.771 -0.30 0.24 -0.11 -0.0508
H 3.754 -5.935 0.422 0.05 0.01 -0.10 0.0490
H 2.142 -6.424 0.831 -0.05 0.03 -0.02 0.0833
H 2.924 -7.099 -0.596 -0.07 0.02 -0.03 0.0900
H 1.858 -4.606 -2.944 -0.03 0.06 0.09 0.1215
H 2.425 -6.238 -2.656 -0.03 -0.04 0.05 0.1203
H 4.717 -5.410 -2.270 0.00 0.03 0.06 0.1062
H 4.110 -4.729 -3.760 0.02 -0.03 -0.02 0.1122
H 5.210 -2.978 -2.331 0.04 0.03 0.06 0.1244
H 3.536 -2.618 -2.705 -0.08 0.02 0.08 0.1266
H 4.751 -3.967 1.187 -0.02 -0.01 0.02 0.0944
H 5.922 -3.333 0.035 -0.02 0.10 -0.02 0.0862
H 5.221 -4.902 -0.241 -0.03 -0.01 0.00 0.0614
H 3.274 -1.096 -0.785 -0.06 -0.05 0.04 0.0777
H 4.964 -1.356 -0.360 0.07 -0.04 -0.01 0.0863
H 3.699 -1.633 0.841 -0.04 -0.01 0.02 0.0940
H 0.310 -5.126 0.248 0.03 0.02 0.04 0.0903
H 0.449 -6.321 -1.046 0.03 -0.06 0.02 0.0942
H 0.105 -4.634 -1.438 0.03 0.04 0.04 0.0450
```
Forces are in eV/Å.

2S+1   3
E_HOMO (spin up / spin down)   -8.33 / -8.78 eV
DFT total energy   -85365.0867 eV
Total charge   0
⟨S²⟩   2.009

=====

Record 2
Density functional theory data (ωB97M-V with the def2-TZVPD basis set) for a structure of composition C45H66N2O3Si3TeTi.

```
121
Properties=species:S:1:pos:R:3:forces:R:3:lowdin_charge:R:1
Ti 0.414 1.107 0.360 0.39 -0.50 0.34 0.9806
C -2.194 -0.545 1.985 -0.03 0.00 0.01 -0.2501
C -1.095 0.066 2.581 0.07 0.05 -0.07 -0.2595
C -1.110 1.458 2.225 -0.09 0.03 -0.10 -0.3547
C -2.292 1.670 1.433 -0.11 -0.11 0.02 -0.2610
C -2.946 0.448 1.292 0.03 0.04 -0.01 -0.2346
C -4.267 0.163 0.642 0.02 0.00 -0.03 -0.0648
C -2.795 3.022 1.020 0.03 -0.01 -0.01 -0.0438
C -0.576 2.532 3.140 0.01 0.01 -0.02 -0.0649
C -0.199 -0.532 3.622 -0.03 -0.04 -0.01 -0.0653
C -2.628 -1.974 2.128 -0.02 -0.02 0.01 -0.0751
H -4.947 -0.325 1.351 0.00 0.01 0.00 0.0709
H -4.186 -0.510 -0.222 0.00 0.01 0.02 0.0548
H -4.750 1.077 0.298 0.00 0.01 -0.03 0.0573
H -3.251 3.552 1.867 0.00 0.00 0.00 0.0745
H -3.538 2.960 0.224 -0.01 -0.01 -0.01 0.0575
H -1.983 3.655 0.653 0.01 0.00 -0.02 0.0625
H 0.379 2.249 3.581 0.00 -0.01 0.00 0.0670
H -1.284 2.716 3.962 0.01 0.00 0.00 0.0780
H -0.421 3.478 2.618 0.00 0.00 0.00 0.0685
H -0.422 -0.111 4.613 0.00 0.00 0.00 0.0855
H 0.860 -0.364 3.423 0.01 -0.01 0.00 0.0387
H -0.356 -1.612 3.689 0.03 0.09 -0.01 0.0113
H -3.358 -2.100 2.941 0.00 0.00 0.00 0.0775
H -1.782 -2.633 2.336 -0.02 0.01 -0.01 0.0165
H -3.109 -2.341 1.215 0.00 -0.01 0.02 0.0585
C 5.066 1.321 3.931 0.01 -0.01 0.00 -0.0837
N 3.979 1.806 3.127 -0.03 -0.01 -0.02 -0.0914
C 4.032 3.144 2.691 0.02 -0.01 0.02 -0.1217
C 3.029 3.605 1.830 -0.05 0.01 -0.02 -0.0636
C 2.067 2.710 1.444 0.09 -0.03 0.06 -0.5167
O 1.083 2.924 0.572 0.09 0.12 -0.05 -0.2485
N 2.038 1.394 1.874 -0.02 -0.07 -0.16 0.0792
C 3.007 0.903 2.670 0.00 0.01 0.06 -0.5245
O 3.077 -0.284 3.027 -0.01 0.08 -0.03 -0.0475
H 5.206 1.970 4.803 0.00 -0.01 0.00 0.0727
H 6.008 1.307 3.365 -0.01 0.00 0.00 0.0763
H 4.831 0.312 4.256 0.01 0.00 0.00 0.0719
H 4.784 3.763 3.156 -0.01 0.01 0.00 0.0676
H 3.019 4.618 1.454 0.01 0.00 0.01 0.0944
C -5.266 2.760 -2.911 0.00 0.00 -0.01 -0.1224
C -4.412 3.842 -3.087 0.02 -0.01 0.00 -0.1095
C -3.047 3.696 -2.872 -0.03 0.01 0.02 -0.0895
C -2.494 2.480 -2.458 0.01 0.05 -0.11 -0.2908
C -3.378 1.417 -2.265 -0.04 0.02 0.01 -0.1494
C -4.741 1.543 -2.502 0.01 -0.02 0.04 -0.1140
Si -0.611 2.176 -2.218 -0.09 -0.03 0.20 0.7811
C -0.239 1.330 -3.918 0.13 -0.01 -0.01 -0.2922
C -1.142 0.497 -4.587 -0.01 -0.02 0.03 -0.0984
C -0.814 -0.151 -5.773 -0.01 -0.01 0.01 -0.1085
C 0.439 0.022 -6.344 0.00 0.00 0.02 -0.1248
C 1.357 0.848 -5.708 0.01 -0.01 0.02 -0.1100
C 1.021 1.477 -4.517 0.02 0.00 0.00 -0.1550
C 0.027 3.969 -2.567 -0.02 0.07 0.08 -0.2892
C 0.273 4.507 -3.834 -0.03 0.04 -0.03 -0.1162
C 0.600 5.847 -4.018 -0.01 -0.07 -0.04 -0.1164
C 0.679 6.701 -2.928 0.00 0.02 0.05 -0.1282
C 0.429 6.198 -1.658 0.01 0.03 -0.05 -0.0978
C 0.115 4.856 -1.485 0.02 -0.02 -0.02 -0.1067
H -6.332 2.868 -3.083 0.00 0.00 0.00 0.0838
H -4.810 4.802 -3.398 0.00 0.00 0.00 0.0871
H -2.397 4.550 -3.025 -0.04 -0.01 0.00 0.0898
H -2.985 0.472 -1.902 -0.03 -0.01 0.01 0.0764
H -5.397 0.695 -2.338 0.00 0.00 0.00 0.0945
H -2.134 0.349 -4.176 0.01 0.00 -0.02 0.0829
H -1.545 -0.793 -6.252 0.00 0.00 0.00 0.0890
H 0.698 -0.482 -7.268 0.00 0.00 0.00 0.0837
H 2.345 0.991 -6.131 0.00 0.00 0.00 0.0922
H 1.767 2.100 -4.036 -0.01 0.00 -0.01 0.0960
H 0.190 3.874 -4.709 0.01 -0.01 0.00 0.0890
H 0.784 6.223 -5.019 0.00 0.00 0.00 0.0858
H 0.935 7.746 -3.066 0.00 0.00 0.00 0.0832
H 0.491 6.848 -0.793 0.00 0.00 0.00 0.0926
H -0.037 4.482 -0.482 -0.01 -0.01 0.00 0.0683
C 3.054 1.066 -1.361 -0.04 -0.01 -0.02 -0.0345
C 2.554 -0.370 -1.148 0.00 0.03 -0.01 -0.6856
C 2.275 -1.023 -2.501 0.02 -0.08 -0.03 -0.0258
C 3.632 -1.150 -0.397 0.02 0.00 0.01 -0.0571
O 1.350 -0.376 -0.400 -0.31 0.32 -0.03 -0.3710
H 3.911 1.080 -2.041 0.00 -0.01 0.00 0.0854
H 3.360 1.510 -0.413 0.01 0.01 0.01 0.0770
H 2.266 1.692 -1.788 0.01 -0.01 -0.01 0.0493
H 3.125 -0.912 -3.181 0.01 -0.01 0.01 0.0858
H 1.404 -0.562 -2.961 -0.03 0.01 -0.05 0.0620
H 2.075 -2.091 -2.379 0.00 0.12 -0.04 0.0529
H 4.600 -1.044 -0.899 -0.01 0.01 -0.01 0.0821
H 3.387 -2.213 -0.351 0.02 0.03 0.00 0.0277
H 3.712 -0.782 0.627 0.01 -0.02 0.00 0.0670
C -1.496 -1.983 -1.291 0.01 0.01 0.02 -0.1660
Si -0.839 -3.724 -1.334 0.03 0.02 0.01 0.3935
C -2.007 -4.872 -0.404 -0.03 0.00 0.00 -0.1857
C -0.743 -4.300 -3.128 -0.03 0.01 -0.02 -0.1877
C 0.860 -3.943 -0.578 0.04 -0.07 -0.07 -0.5722
Te 1.130 -3.055 1.361 0.00 0.07 -0.02 1.3584
C 0.788 -4.904 2.416 0.01 -0.02 0.02 -0.6033
Si 0.874 -4.677 4.275 -0.02 0.00 -0.01 0.3796
C 1.381 -6.328 5.040 -0.01 0.01 0.02 -0.2017
C 2.121 -3.382 4.802 -0.01 0.01 0.03 -0.1867
C -0.829 -4.257 4.943 -0.02 0.04 0.00 -0.1806
H -2.521 -1.973 -1.679 0.01 0.01 0.00 0.0368
H -0.892 -1.302 -1.897 0.03 -0.01 0.00 0.0209
H -1.515 -1.584 -0.272 0.02 0.01 -0.06 0.0109
H -3.039 -4.746 -0.745 0.01 -0.01 0.00 0.0263
H -1.982 -4.647 0.665 -0.02 0.01 0.00 0.0060
H -1.726 -5.920 -0.542 0.00 0.02 0.01 0.0240
H -1.729 -4.285 -3.601 0.01 0.00 0.00 0.0214
H -0.343 -5.315 -3.205 0.00 0.01 0.00 0.0190
H -0.092 -3.632 -3.699 -0.01 -0.01 0.01 0.0228
H 1.649 -3.545 -1.218 -0.08 -0.03 0.10 -0.0286
H 1.066 -5.009 -0.447 0.01 0.01 0.01 0.0048
H 1.536 -5.629 2.086 0.00 0.01 0.00 -0.0017
H -0.202 -5.286 2.151 0.03 -0.02 -0.01 -0.0080
H 2.368 -6.632 4.679 -0.01 0.00 0.00 0.0206
H 0.669 -7.117 4.780 0.01 0.01 0.00 0.0209
H 1.428 -6.260 6.131 0.00 0.00 -0.01 0.0197
H 3.130 -3.801 4.810 0.01 0.02 -0.04 0.0302
H 1.895 -3.040 5.817 0.01 -0.03 0.00 0.0328
H 2.144 -2.494 4.163 -0.02 -0.01 0.01 -0.0104
H -1.574 -4.976 4.591 0.00 0.00 0.00 0.0293
H -1.154 -3.260 4.636 0.00 -0.09 0.02 0.0075
H -0.822 -4.287 6.037 -0.01 0.02 -0.01 0.0257
```
Forces are in eV/Å.

2S+1   3
Relative energy (zero: lowest compared OMol25 entry of this formula, charge and spin)   0.4800 eV
E_HOMO (spin up / spin down)   0.41 / -1.68 eV
DFT total energy   -110905.5414 eV
Total charge   -2
⟨S²⟩   2.018

=====

Record 3
Density functional theory data (ωB97M-V with the def2-TZVPD basis set) for a cluster of 2 separate species, C3H8NO3 in total.

```
15
Properties=species:S:1:pos:R:3:forces:R:3:lowdin_charge:R:1
N -0.963 0.062 -1.963 -0.57 -0.83 0.92 0.0051
C -1.497 1.093 -1.121 0.16 0.89 0.28 -0.3539
O -0.497 1.998 -0.527 -0.64 -0.37 -0.95 -0.1355
H -0.551 0.430 -2.787 0.40 0.53 -0.64 0.0362
H -0.245 -0.492 -1.467 -0.33 0.58 -0.10 0.0329
H -2.213 1.697 -1.746 0.76 -0.19 0.75 0.1030
H -2.003 0.693 -0.232 -0.08 -0.35 -0.64 0.0862
H 0.082 1.371 -0.057 -0.06 0.07 -0.08 0.0275
O -0.481 -0.390 1.271 1.57 -1.00 -0.16 -0.0764
C 0.655 -0.802 0.895 0.49 1.54 -1.98 -0.6773
O 1.218 -0.509 -0.259 -1.13 -0.84 2.49 -0.1589
C 1.573 -1.567 1.856 -1.05 -0.44 0.26 -0.0492
H 2.374 -2.081 1.362 0.40 -0.08 -0.47 0.0478
H 1.982 -0.883 2.576 0.28 0.54 0.30 0.0548
H 1.014 -2.298 2.441 -0.20 -0.04 0.01 0.0575
```
Forces are in eV/Å.

Relative energy (zero: lowest compared OMol25 entry of this formula, charge and spin)   0.7818 eV
E_HOMO   -4.53 eV
DFT total energy   -10875.0058 eV
Total charge   -1

=====

Record 4
Density functional theory data (ωB97M-V with the def2-TZVPD basis set) for an isolated molecule of C3H10NOPS2.

```
18
Properties=species:S:1:pos:R:3:forces:R:3:lowdin_charge:R:1
C 1.815 -1.479 -0.138 -0.82 2.81 -0.21 -0.0824
C -0.132 2.365 0.705 2.84 0.21 1.97 -0.2719
C 0.528 -2.127 -0.487 -1.33 0.58 2.77 -0.2934
N 0.044 1.369 -0.350 -0.81 -1.96 0.62 -0.2467
O -0.469 -1.178 -0.840 0.64 -1.81 -2.07 -0.4130
P -1.114 -0.137 0.058 0.75 6.36 -1.77 -0.0125
S -1.254 -0.779 1.894 0.23 -1.73 3.40 0.4395
S -2.832 0.198 -1.200 -1.93 0.18 -1.44 0.4030
H 2.143 -0.658 -0.825 -0.16 -0.96 0.41 0.1017
H 1.624 -1.011 0.854 0.50 -0.02 -0.60 0.0777
H 2.505 -2.229 -0.002 2.01 -1.51 0.21 0.0512
H 0.665 3.198 0.617 -1.56 -1.02 -0.20 0.0880
H -1.121 2.741 0.848 -0.78 0.63 -0.19 0.0317
H 0.147 1.941 1.787 -0.54 0.37 -2.42 0.0835
H 0.194 -2.470 0.518 -0.03 -0.81 -0.76 0.0731
H 0.429 -2.914 -1.176 0.46 -0.82 -1.07 0.1122
H -0.332 1.630 -1.288 0.35 0.13 1.12 0.0496
H -2.839 1.540 -0.976 0.16 -0.61 0.24 -0.1911
```
Forces are in eV/Å.

2S+1   3
Relative energy (zero: lowest compared OMol25 entry of this formula, charge and spin)   0.0000 eV
E_HOMO (spin up / spin down)   -4.90 / -8.98 eV
DFT total energy   -37766.0220 eV
Total charge   0
⟨S²⟩   2.010

=====

> Number 1 is which compound?

C19H43N4O6PS2Si2